1.
Below is a structure of composition C58H46AsCoN6O4P at a distorted geometry, with properties calculated with ωB97M-V/def2-TZVPD.

ORCA input file:
```
! RIJCOSX wB97M-V def2-TZVPD def2/J DEFGRID3
* xyz 1 5
Co -1.48700 0.85393 -0.77356
O -4.14340 5.31233 3.27534
C -4.45120 4.15223 3.45814
O -5.06550 3.48863 4.26394
C -3.84400 3.22373 2.28754
C -3.48340 1.92123 2.57624
C -2.83860 1.18023 1.59094
N -2.60530 1.71133 0.36784
C -3.01500 2.96473 0.07174
C -3.61750 3.76653 1.03044
C -2.62510 3.34163 -1.27246
C -3.03810 4.49513 -1.93646
C -2.55980 4.75233 -3.20646
C -1.65640 3.85013 -3.76296
C -1.29590 2.72633 -3.04846
N -1.77620 2.44583 -1.84136
C -2.29980 -0.15287 1.69924
C -2.45330 -0.99897 2.79854
C -1.89130 -2.25507 2.75974
C -1.16750 -2.63627 1.62814
C -1.03470 -1.74117 0.58714
N -1.59070 -0.53387 0.59954
H -3.68600 1.51163 3.55224
H -3.85730 4.79903 0.83734
H -3.72720 5.16843 -1.44946
H -2.86210 5.63713 -3.74626
H -1.22960 4.01223 -4.73816
H -0.57910 2.03073 -3.45676
H -3.00900 -0.66217 3.65854
H -1.99400 -2.92657 3.59564
H -0.72350 -3.61417 1.55654
H -0.45320 -1.98297 -0.29136
C -2.56580 -8.22077 -0.74036
O -1.66940 -7.17767 -1.05386
C -1.68760 -6.64807 -2.29176
C -0.79310 -5.58757 -2.50556
C -0.81490 -4.89147 -3.67986
C -1.74440 -5.21977 -4.69556
C -2.53090 -6.37277 -4.53386
C -2.50890 -7.06647 -3.34526
N -1.88180 -4.45867 -5.80736
N -1.37060 -3.32847 -5.93886
C -1.22810 -2.31017 -5.09416
C -0.03340 -1.56257 -5.13186
C 0.32000 -0.71407 -4.11156
C -0.55950 -0.48207 -3.03436
O -0.24000 0.17503 -1.97836
C -1.88490 -1.02307 -3.12136
N -2.74620 -0.60467 -2.17326
C -3.96080 -1.10577 -2.15796
C -4.39370 -2.06007 -3.08216
C -3.53120 -2.48577 -4.07106
C -2.23310 -1.96417 -4.11656
H -2.41540 -8.43147 0.31654
H -2.35190 -9.11657 -1.32726
H -3.60270 -7.91707 -0.90736
H -0.09960 -5.33197 -1.71926
H -0.11050 -4.09047 -3.84306
H -3.18130 -6.68117 -5.33656
H -3.13900 -7.93317 -3.22946
H 0.67430 -1.78177 -5.91496
H 1.29730 -0.25537 -4.09036
H -4.62760 -0.73237 -1.39226
H -5.40100 -2.43917 -3.01846
H -3.85860 -3.19987 -4.81356
C 1.40260 0.75773 1.85784
C 0.70190 1.19983 3.12224
As 1.93100 1.06623 4.70844
C 3.30020 2.22303 3.89284
C 3.09760 3.59263 4.02824
C 3.96160 4.49933 3.44344
C 5.04770 4.04503 2.71434
C 5.26130 2.68503 2.57324
C 4.39340 1.77823 3.15894
C 2.77430 -0.69177 4.48034
C 4.04330 -0.85137 5.03604
C 4.67490 -2.08077 5.03174
C 4.03560 -3.18217 4.48654
C 2.76370 -3.04547 3.95704
C 2.13240 -1.81237 3.96484
P 0.76460 1.44783 0.25144
C 1.12530 3.20313 0.59014
C 2.33850 3.81603 0.30194
C 2.55500 5.13183 0.66404
C 1.58490 5.83363 1.35744
C 0.37910 5.22713 1.66514
C 0.14290 3.92333 1.26684
C 2.08560 0.84083 -0.85196
C 2.52510 1.59843 -1.93526
C 3.46390 1.08723 -2.81286
C 3.94800 -0.20027 -2.64496
C 3.49280 -0.97177 -1.58876
C 2.55880 -0.46197 -0.70666
H 1.38210 -0.33017 1.79234
H 2.45000 1.08623 1.87324
H -0.21270 0.62803 3.30144
H 0.43160 2.26003 3.08444
H 2.25060 3.94493 4.60714
H 3.79610 5.55883 3.56714
H 5.73290 4.74873 2.26584
H 6.11230 2.32593 2.01254
H 4.58110 0.71633 3.04884
H 4.53420 0.00853 5.48014
H 5.65750 -2.18317 5.46734
H 4.51820 -4.14787 4.49684
H 2.25500 -3.90857 3.55084
H 1.12190 -1.72867 3.57764
H 3.12250 3.25703 -0.18126
H 3.48980 5.60653 0.41164
H 1.76600 6.85373 1.65694
H -0.37050 5.78213 2.20964
H -0.80550 3.45363 1.48724
H 2.10980 2.58143 -2.10686
H 3.81400 1.69613 -3.63256
H 4.65560 -0.61167 -3.34676
H 3.86300 -1.97667 -1.45066
H 2.19380 -1.10127 0.08424
*
```

* orbital gap (spin up / spin down): 4.59 / 2.24 eV
* expectation value of S²: 6.11

=====

2.
Below is a cluster of 3 separate species, C23H48N2O7 in total at a distorted geometry, with properties calculated with ωB97M-V/def2-TZVPD.

ORCA input file:
```
! RIJCOSX wB97M-V def2-TZVPD def2/J DEFGRID3
* xyz 0 1
C -3.55926 0.91407 -0.51089
C -2.80760 1.75020 -0.92353
C -1.83351 2.53494 -1.72956
C -1.44399 1.81527 -3.02788
C -0.37216 0.70970 -2.81730
O -0.94150 -0.29361 -1.96183
C -0.13986 -1.33655 -1.77935
O 0.84546 -1.55788 -2.41852
O -0.54050 -2.16383 -0.77705
C 0.30077 -1.95539 0.37696
C 0.44268 -0.46895 0.76366
C 0.87034 -0.30395 2.23965
C 0.76129 1.17119 2.73349
C 0.80971 2.22669 1.61641
H -4.16102 0.07441 -0.26783
H -2.34605 3.46772 -1.98516
H -0.97574 2.73792 -1.08372
H -1.02787 2.53292 -3.74194
H -2.29187 1.33346 -3.51972
H 0.57077 1.12771 -2.45437
H -0.22283 0.23290 -3.79159
H -0.10454 -2.50907 1.22496
H 1.29010 -2.36387 0.13368
H -0.53388 -0.01114 0.57103
H 1.23088 -0.01533 0.15676
H 0.27897 -0.94103 2.90484
H 1.91658 -0.63509 2.27867
H 1.59918 1.40152 3.40284
H -0.14601 1.24295 3.34276
H 1.60690 2.00826 0.89917
H -0.11179 2.24345 1.02357
H 0.94020 3.22595 2.03960
C -0.52563 -3.14350 -9.82946
O -1.86255 -2.67910 -9.78402
C -2.75600 -3.58492 -9.14171
C -3.28382 -2.98248 -7.85503
N -2.23555 -2.90896 -6.84327
C -2.60884 -2.14255 -5.65736
C -2.85116 -0.64404 -5.83241
O -1.68719 0.09275 -6.17470
C -1.42915 0.15659 -7.56861
H 0.05343 -2.43514 -10.42053
H -0.08824 -3.19977 -8.82723
H -0.46650 -4.12566 -10.30765
H -2.28815 -4.55668 -8.96248
H -3.59498 -3.73946 -9.82658
H -4.10300 -3.60154 -7.47782
H -3.68425 -1.98806 -8.09239
H -1.41572 -2.48149 -7.25400
H -1.79790 -2.26478 -4.93389
H -3.49886 -2.59572 -5.20981
H -3.17193 -0.25642 -4.86066
H -3.66853 -0.42576 -6.52884
H -2.34928 0.14977 -8.15755
H -0.77192 -0.65765 -7.88230
H -0.90407 1.09251 -7.76576
C 4.24418 0.22857 5.95297
O 2.94738 0.79671 5.92448
C 1.93130 -0.08384 6.39827
C 1.33193 0.45008 7.68380
N 2.28151 0.34772 8.78640
C 1.85680 1.04082 10.00045
C 1.74985 2.56384 9.94260
O 2.99259 3.22244 9.77382
C 3.40537 3.39453 8.42897
H 4.92807 0.93491 5.48402
H 4.57898 0.04980 6.97994
H 4.27470 -0.71019 5.39181
H 2.30256 -1.10428 6.52614
H 1.15186 -0.10670 5.62997
H 0.43490 -0.12616 7.92865
H 1.03501 1.49187 7.50547
H 3.16737 0.73700 8.49069
H 2.58241 0.78938 10.77812
H 0.89553 0.62915 10.32379
H 1.36906 2.89673 10.91244
H 1.02220 2.90708 9.19813
H 2.55672 3.52212 7.75205
H 4.02817 2.55858 8.10046
H 4.01747 4.29636 8.38280
*
```

* orbital gap: 9.51 eV
* SMILES: C#CCCCOC(=O)OCCCCC.COCCNCCOC.COCCNCCOC